{"formula": "C3H9NS2", "method": "ωB97M-V/def2-TZVPD", "elements": ["S", "S", "C", "C", "C", "N", "H", "H", "H", "H", "H", "H", "H", "H", "H"], "xyz": [[-0.349627, 0.999841, -4.157600], [-0.560396, 1.396176, -1.482028], [0.215857, -0.203411, -1.105814], [-0.140804, -0.763583, 0.263176], [0.428511, 0.185859, 1.350276], [0.488095, -0.429841, 2.677364], [-1.533303, 1.566438, -3.925209], [-0.114636, -0.947078, -1.838041], [1.285153, -0.065091, -1.256158], [-1.214855, -0.828120, 0.460228], [0.249280, -1.759902, 0.481803], [1.431098, 0.454620, 1.009327], [-0.158267, 1.106179, 1.300172], [0.320769, 0.278723, 3.392429], [-0.346874, -0.990811, 2.830074]], "forces_ev_per_angstrom": [[0.039, 0.011, -0.027], [-0.047, -0.075, 0.307], [-0.733, -0.618, -0.517], [0.550, 1.031, 1.540], [-0.142, -0.206, -0.917], [-0.624, 0.136, 0.795], [-0.135, 0.003, -0.247], [0.032, 0.273, -0.224], [0.192, -0.290, 0.339], [-0.153, 0.067, -0.517], [0.325, -0.159, -0.403], [0.148, 0.005, 0.295], [-0.030, 0.019, 0.178], [0.525, 0.138, -0.176], [0.052, -0.334, -0.426]], "lowdin_charge": [-0.04, 0.29, -0.71, -0.31, -0.34, -0.04, -0.39, 0.03, 0.05, 0.09, 0.09, 0.10, 0.07, 0.05, 0.05], "homo_energy_ev": [-2.33, -3.26], "charge": -1, "molar_mass_da": 123.2, "e_above_lowest_kcal_mol": 0.0, "multiplicity": 2, "s2": 0.755, "total_energy_ev": -26417.748, "orbital_gap_ev": [6.007, 6.717]}

***

{"formula": "C3H9NS2", "method": "ωB97M-V/def2-TZVPD", "elements": ["S", "S", "C", "C", "C", "N", "H", "H", "H", "H", "H", "H", "H", "H", "H"], "xyz": [[-0.200083, -0.989743, -2.397008], [0.058555, 1.040198, -1.942419], [1.024257, 1.054089, -0.369127], [0.222332, 0.723341, 0.743679], [-0.742743, -0.469793, 0.513459], [-1.169990, -1.082917, 1.841115], [1.130548, -0.012352, -3.743067], [1.561576, 2.032703, -0.293040], [1.860788, 0.273420, -0.491740], [-0.449167, 1.545970, 0.977282], [0.889375, 0.524249, 1.621939], [-0.197337, -1.171988, -0.158309], [-1.652001, 0.042728, 0.038573], [-1.909240, -1.771921, 1.676250], [-0.426870, -1.737985, 1.982413]], "forces_ev_per_angstrom": [[2.950, 1.965, -3.033], [-0.050, 1.133, 0.733], [3.353, -0.554, -3.305], [-2.006, -0.969, 3.697], [-0.902, 0.927, 0.607], [0.286, -0.024, -1.753], [-2.288, -2.444, 1.806], [-0.675, -0.616, -0.193], [-1.068, 1.027, -0.085], [0.163, 0.304, 0.461], [-0.657, 0.170, -0.415], [-0.856, 0.070, 0.551], [1.178, -1.364, 0.286], [-0.315, 0.638, -0.216], [0.888, -0.265, 0.858]], "lowdin_charge": [0.20, 0.31, -0.58, -0.36, -0.34, -0.01, 0.13, 0.09, 0.11, 0.11, 0.13, 0.00, 0.12, 0.06, 0.04], "homo_energy_ev": -8.33, "molar_mass_da": 123.2, "e_above_lowest_kcal_mol": 100.5, "total_energy_ev": -26413.319, "orbital_gap_ev": 6.565}

***

{"formula": "C3H9NS2", "method": "ωB97M-V/def2-TZVPD", "elements": ["S", "S", "C", "C", "C", "N", "H", "H", "H", "H", "H", "H", "H", "H", "H"], "xyz": [[4.006669, -0.620421, -0.175413], [-2.989914, 0.581998, 0.879174], [-1.421194, 0.903852, 0.040731], [-0.817158, -0.409953, -0.655095], [0.699738, -0.446490, -0.650261], [1.274808, 0.067856, 0.587004], [-1.906004, -0.492215, 1.976398], [-1.361550, 1.813439, -0.591509], [-0.828973, 1.154087, 0.913031], [-1.196354, -1.069533, 0.139875], [-1.397479, -0.651898, -1.540624], [1.032265, -1.470550, -0.659468], [1.168168, -0.067811, -1.577150], [2.207927, -0.346118, 0.703810], [1.529049, 1.053752, 0.609493]], "forces_ev_per_angstrom": [[-0.630, 0.298, 0.084], [2.255, -2.293, 2.080], [1.284, 0.070, -0.898], [-1.549, 1.512, 2.695], [0.204, -0.252, -1.378], [1.367, 0.564, -0.208], [-2.855, 2.175, -2.065], [-0.709, -0.526, 0.147], [0.577, 0.033, -0.277], [0.552, -0.713, -0.580], [0.572, 0.025, -0.374], [-0.179, -0.655, -0.080], [-0.387, 0.469, 0.395], [0.213, -0.925, 0.808], [-0.714, 0.220, -0.349]], "lowdin_charge": [0.14, 0.59, -0.68, -0.24, -0.32, 0.01, 0.12, 0.08, 0.01, 0.04, 0.11, 0.09, 0.11, -0.14, 0.09], "homo_energy_ev": -9.14, "molar_mass_da": 123.2, "e_above_lowest_kcal_mol": 149.8, "total_energy_ev": -26411.181, "orbital_gap_ev": 5.576}

***

{"formula": "C3H9NS2", "method": "ωB97M-V/def2-TZVPD", "elements": ["C", "N", "C", "C", "S", "S", "H", "H", "H", "H", "H", "H", "H", "H", "H"], "xyz": [[-1.545743, 0.605651, -1.575038], [-1.052699, -0.136666, -0.425202], [0.339071, -0.473375, -0.502353], [0.803112, -1.200065, 0.767355], [0.481822, -0.283077, 2.290757], [2.066772, 1.082744, 2.108747], [-2.394550, 1.228501, -1.295501], [-0.786933, 1.288776, -1.975253], [-1.752709, -0.070000, -2.395008], [-1.251656, 0.327480, 0.449362], [0.944965, 0.438422, -0.666577], [0.585615, -1.168555, -1.307098], [0.206324, -2.113567, 0.829417], [1.847991, -1.443562, 0.701643], [1.508618, 1.917295, 2.994752]], "forces_ev_per_angstrom": [[0.667, 0.281, 0.253], [-0.524, -0.421, -0.276], [0.786, 0.310, 0.590], [-0.932, 0.443, -0.535], [0.216, -0.146, 0.132], [-0.187, -0.081, 0.113], [-0.203, -0.336, -0.158], [0.154, 0.218, 0.093], [-0.498, -0.171, -0.133], [0.105, 0.141, -0.041], [0.126, -0.219, 0.017], [-0.397, 0.082, -0.331], [0.158, -0.008, 0.284], [0.465, -0.219, 0.056], [0.063, 0.125, -0.065]], "lowdin_charge": [-0.13, -0.15, -0.35, -0.57, 0.45, 0.33, 0.08, 0.07, 0.07, 0.06, 0.10, 0.12, 0.08, 0.06, -0.20], "smiles": "CNCCSS", "homo_energy_ev": -8.26, "molar_mass_da": 123.2, "e_above_lowest_kcal_mol": 13.5, "total_energy_ev": -26417.092, "orbital_gap_ev": 8.700}

***

{"formula": "C3H9NSi", "method": "ωB97M-V/def2-TZVPD", "elements": ["C", "C", "C", "N", "Si", "H", "H", "H", "H", "H", "H", "H", "H", "H"], "xyz": [[2.871047, -0.165600, -1.053715], [2.388228, -0.234807, 0.158362], [-2.455697, -0.179278, -0.088435], [-1.476415, -0.075957, 0.992868], [-0.101141, 0.889903, 0.640397], [3.931947, -0.680892, -1.372151], [2.326456, 0.179306, -1.964555], [2.937100, -0.419678, 1.078317], [-2.013364, -0.496389, -1.077471], [-3.265487, -0.827976, 0.224556], [-2.864240, 0.884006, -0.496439], [-1.873502, -0.216827, 1.931421], [-0.192252, 1.740541, 1.812539], [0.420112, 1.461933, -0.722159]], "forces_ev_per_angstrom": [[2.105, -1.534, -2.152], [-2.411, 1.639, 1.663], [-0.293, 1.976, -2.029], [-0.380, 0.013, -1.239], [3.354, -1.166, -0.515], [-2.338, 1.516, 1.010], [0.164, -0.241, 0.893], [0.038, -0.548, -0.367], [-0.168, -0.492, 1.282], [-0.210, 0.032, -0.381], [0.372, -2.055, 1.518], [0.643, 0.433, -0.864], [0.786, 0.681, 0.192], [-1.663, -0.255, 0.990]], "lowdin_charge": [-0.23, -0.21, -0.24, -0.30, 0.71, 0.09, 0.02, -0.02, 0.07, 0.06, 0.10, 0.08, -0.09, -0.05], "homo_energy_ev": -7.63, "molar_mass_da": 87.2, "e_above_lowest_kcal_mol": 96.5, "total_energy_ev": -12620.079, "orbital_gap_ev": 8.164}

***

{"formula": "C3H9NSi", "method": "ωB97M-V/def2-TZVPD", "elements": ["C", "Si", "N", "H", "H", "H", "H", "H", "H", "H", "C", "C", "H", "H"], "xyz": [[0.108212, -1.585590, -0.325041], [-1.179609, -0.276852, -0.648565], [-2.014139, 0.081556, 0.777483], [-0.111746, -2.457125, -0.882456], [1.124417, -1.483068, -0.452926], [-0.122416, -1.846037, 0.737285], [-0.350780, 0.954389, -0.853683], [-2.229249, -0.625113, -1.608866], [-2.750618, 0.764041, 0.957681], [-2.464239, -0.815890, 1.205585], [3.758787, -0.190429, 0.191485], [3.137135, 0.687034, 0.732294], [4.635962, -0.644823, -0.414718], [2.390200, 1.080503, 1.308487]], "forces_ev_per_angstrom": [[-2.873, -0.648, 1.497], [1.404, 1.167, -0.356], [-2.312, -2.349, 3.086], [-0.539, -1.191, -0.625], [2.178, 1.121, -0.118], [0.511, 0.001, -0.550], [-0.528, 0.005, -0.629], [0.259, -0.149, -0.796], [0.662, 0.098, -0.614], [1.239, 1.949, -0.889], [3.034, -0.223, -1.862], [0.578, -1.787, -0.649], [-2.329, 0.713, 1.491], [-1.286, 1.293, 1.012]], "lowdin_charge": [-0.24, 0.42, -0.19, 0.00, -0.03, 0.04, -0.04, -0.06, 0.02, 0.07, -0.03, -0.01, 0.07, -0.01], "smiles": "C[SiH2]N.C#C", "homo_energy_ev": -9.58, "molar_mass_da": 87.2, "e_above_lowest_kcal_mol": 53.7, "total_energy_ev": -12621.935, "orbital_gap_ev": 10.692}

***

{"formula": "C3H9NSi", "method": "ωB97M-V/def2-TZVPD", "elements": ["C", "C", "C", "N", "Si", "H", "H", "H", "H", "H", "H", "H", "H", "H"], "xyz": [[-2.045866, -0.160263, 0.709238], [-1.352401, -0.155345, -0.418319], [-0.213196, 0.712483, -0.721220], [1.854386, -1.182645, -0.216792], [1.395121, 0.419460, 0.233381], [-2.858504, -0.845016, 0.880036], [-1.836004, 0.548773, 1.492388], [-1.607319, -0.862277, -1.201888], [-0.650858, 2.212880, -0.237570], [-0.079583, 0.891978, -1.778794], [1.131562, -1.861667, -0.404968], [2.635968, -1.630675, 0.235532], [2.458166, 1.303548, -0.243596], [1.168529, 0.608764, 1.672566]], "forces_ev_per_angstrom": [[-0.093, -0.094, 0.021], [-0.301, -0.373, 0.029], [-0.546, 4.433, 1.527], [0.043, -0.159, 0.099], [-0.590, -0.327, -0.719], [-0.109, -0.170, -0.034], [0.060, 0.194, 0.164], [-0.078, -0.111, 0.000], [1.328, -3.836, -1.205], [0.135, 0.007, -0.186], [0.002, 0.035, 0.084], [0.052, -0.030, -0.051], [0.151, 0.334, 0.062], [-0.053, 0.097, 0.209]], "lowdin_charge": [-0.03, -0.33, -0.34, -0.14, 0.48, 0.05, 0.05, 0.10, 0.20, 0.03, 0.02, 0.01, -0.06, -0.05], "homo_energy_ev": -9.17, "molar_mass_da": 87.2, "e_above_lowest_kcal_mol": 35.4, "total_energy_ev": -12622.727, "orbital_gap_ev": 9.834}

***

{"formula": "C3H9O2", "method": "ωB97M-V/def2-TZVPD", "elements": ["C", "O", "H", "H", "H", "C", "O", "C", "H", "H", "H", "H", "H", "H"], "xyz": [[2.466993, -1.423710, 0.652078], [2.532856, -0.861848, -0.540052], [3.193295, -0.954326, 1.416085], [2.932730, -2.469711, 0.775071], [1.482888, -1.477906, 1.243185], [-1.963220, 0.417517, -0.223583], [-1.731449, 0.524230, 1.182126], [-1.036189, 1.365263, -0.994686], [-3.026779, 0.537262, -0.467035], [-1.742244, -0.580281, -0.644453], [-0.884076, 0.071551, 1.259103], [-0.577640, 0.983687, -1.917662], [-0.162689, 1.565871, -0.376049], [-1.484476, 2.302399, -1.364128]], "forces_ev_per_angstrom": [[1.715, -0.269, 1.445], [-0.697, 0.006, -0.407], [-0.586, 0.319, 0.003], [-0.763, -0.034, -0.486], [0.164, 0.050, -0.539], [0.289, -0.251, -1.314], [-0.248, -0.547, -0.756], [0.228, 0.639, -0.849], [0.169, 0.468, 0.452], [0.058, -0.025, 0.761], [0.177, 0.083, 0.554], [-0.357, -0.634, 0.285], [-0.075, 0.257, 0.105], [-0.076, -0.062, 0.746]], "lowdin_charge": [-0.59, -0.43, 0.02, 0.02, 0.02, -0.32, -0.09, -0.10, 0.10, 0.11, 0.07, 0.07, 0.07, 0.06], "homo_energy_ev": -1.96, "charge": -1, "molar_mass_da": 77.1, "e_above_lowest_kcal_mol": 40.8, "total_energy_ev": -7350.361, "orbital_gap_ev": 5.701}

***

What did the seventh record say?
{"formula": "C3H9NSi", "method": "ωB97M-V/def2-TZVPD", "elements": ["C", "C", "C", "N", "Si", "H", "H", "H", "H", "H", "H", "H", "H", "H"], "xyz": [[-2.045866, -0.160263, 0.709238], [-1.352401, -0.155345, -0.418319], [-0.213196, 0.712483, -0.721220], [1.854386, -1.182645, -0.216792], [1.395121, 0.419460, 0.233381], [-2.858504, -0.845016, 0.880036], [-1.836004, 0.548773, 1.492388], [-1.607319, -0.862277, -1.201888], [-0.650858, 2.212880, -0.237570], [-0.079583, 0.891978, -1.778794], [1.131562, -1.861667, -0.404968], [2.635968, -1.630675, 0.235532], [2.458166, 1.303548, -0.243596], [1.168529, 0.608764, 1.672566]], "forces_ev_per_angstrom": [[-0.093, -0.094, 0.021], [-0.301, -0.373, 0.029], [-0.546, 4.433, 1.527], [0.043, -0.159, 0.099], [-0.590, -0.327, -0.719], [-0.109, -0.170, -0.034], [0.060, 0.194, 0.164], [-0.078, -0.111, 0.000], [1.328, -3.836, -1.205], [0.135, 0.007, -0.186], [0.002, 0.035, 0.084], [0.052, -0.030, -0.051], [0.151, 0.334, 0.062], [-0.053, 0.097, 0.209]], "lowdin_charge": [-0.03, -0.33, -0.34, -0.14, 0.48, 0.05, 0.05, 0.10, 0.20, 0.03, 0.02, 0.01, -0.06, -0.05], "homo_energy_ev": -9.17, "molar_mass_da": 87.2, "e_above_lowest_kcal_mol": 35.4, "total_energy_ev": -12622.727, "orbital_gap_ev": 9.834}